This record from the OMol25 dataset describes C18H30CeN8O3P as an isolated structure at a distorted geometry. The level of theory is ωB97M-V with the def2-TZVPD basis set.

Computed properties:
- F_max (eV/Å) = 1.4
- gap between HOMO and LUMO (eV) = 6.3
- molar mass (g/mol) = 577.6
- total charge = +3
- 2S+1 = 1
- energy relative to the best compared isomer or geometry (same formula, charge and spin) (kcal per mole) = 0.0

Element x y z (Å)
Ce (-0.216, -1.029, 0.634)
P (1.181, 1.549, -1.970)
O (-2.730, 0.015, 1.281)
O (-1.949, -2.379, 0.383)
O (-1.350, -1.927, 2.388)
N (1.198, -0.394, 2.663)
N (-1.035, 0.785, -3.517)
N (1.876, -0.903, -0.687)
N (3.404, -0.124, -2.071)
N (0.098, 1.408, 0.644)
N (0.748, 3.425, 0.066)
N (1.144, -3.011, 1.589)
N (-0.930, -0.273, -1.595)
C (-0.238, 2.284, 1.649)
C (1.566, -1.558, 3.511)
C (-2.308, -2.031, 1.565)
C (2.156, -2.623, 2.620)
C (3.870, -1.319, -1.603)
C (-0.342, 0.642, -2.374)
C (2.203, 0.109, -1.511)
C (-2.095, -0.077, -3.479)
C (-0.727, 1.674, -4.650)
C (-3.969, -0.992, 3.180)
C (0.694, 2.132, -0.311)
C (4.116, 0.707, -3.059)
C (-3.536, -1.149, 1.745)
C (0.169, 3.535, 1.298)
C (-4.660, -1.446, 0.786)
C (2.919, -1.800, -0.759)
C (-2.035, -0.719, -2.279)
C (1.283, 4.566, -0.700)
H (0.659, -1.914, 4.001)
H (0.395, -3.503, 2.075)
H (3.742, 0.489, -4.056)
H (1.543, 5.348, 0.007)
H (2.044, 0.056, 2.313)
H (0.527, 4.928, -1.392)
H (-0.656, 2.702, -4.305)
H (0.744, 0.314, 3.237)
H (3.039, -2.245, 2.101)
H (-0.756, 1.982, 2.545)
H (-3.140, -0.737, 3.837)
H (2.947, -2.725, -0.216)
H (2.176, 4.259, -1.235)
H (-4.729, -0.211, 3.248)
H (2.466, -3.493, 3.199)
H (-2.689, -1.479, -1.887)
H (-4.430, -1.915, 3.532)
H (-1.541, 1.593, -5.364)
H (-3.246, 0.832, 1.329)
H (-2.793, -0.155, -4.295)
H (4.820, -1.722, -1.911)
H (5.172, 0.462, -2.999)
H (-5.146, -2.385, 1.056)
H (2.269, -1.278, 4.296)
H (0.200, 1.362, -5.123)
H (0.096, 4.480, 1.810)
H (1.541, -3.709, 0.963)
H (-4.320, -1.510, -0.244)
H (-5.416, -0.663, 0.858)
H (3.981, 1.757, -2.818)